1.
Entry from OMol25: an isolated molecule of C17H17N3O3S2 in a non-equilibrium geometry (wB97M-V/def2-TZVPD).

```
42
C17H17N3O3S2 wB97M-V/def2-TZVPD
C -5.220 -2.998 0.390
C -5.216 -1.520 0.146
C -6.126 -0.932 -0.724
C -6.127 0.431 -0.932
C -5.210 1.246 -0.275
O -5.255 2.581 -0.551
C -4.293 0.678 0.612
C -3.238 1.517 1.296
N -2.109 1.773 0.418
C -1.056 0.917 0.236
C -0.644 -0.007 1.207
C 0.471 -0.791 0.997
C 1.191 -0.666 -0.176
S 2.624 -1.679 -0.403
O 3.183 -1.476 -1.704
O 2.380 -3.011 0.055
N 3.685 -1.037 0.768
C 4.428 0.079 0.537
N 5.507 0.393 1.166
C 5.992 1.590 0.746
C 5.272 2.208 -0.218
S 3.895 1.248 -0.652
C 0.808 0.237 -1.151
C -0.305 1.021 -0.946
C -4.311 -0.698 0.801
H -5.843 -3.232 1.254
H -5.622 -3.529 -0.469
H -4.215 -3.361 0.591
H -6.842 -1.549 -1.246
H -6.826 0.895 -1.609
H -4.657 3.068 0.028
H -3.639 2.488 1.616
H -2.885 1.009 2.192
H -2.356 2.284 -0.420
H -1.187 -0.112 2.132
H 0.792 -1.512 1.731
H 4.095 -1.705 1.403
H 6.896 1.958 1.195
H 5.458 3.144 -0.702
H 1.387 0.303 -2.058
H -0.612 1.727 -1.704
H -3.594 -1.140 1.478
```

Values from the calculation:
Energy above the lowest of the compared OMol25 structures with the same formula, charge and spin (eV): 1.358
Highest occupied orbital energy (eV): -8.39

=====

2.
Entry from OMol25: an isolated molecule of C17H17N5O2S in a non-equilibrium geometry (wB97M-V/def2-TZVPD).

```
42
C17H17N5O2S wB97M-V/def2-TZVPD
C 0.274 5.907 -3.365
C -0.017 5.053 -2.172
C -0.762 5.600 -1.103
C -1.055 4.864 0.008
C -0.615 3.529 0.111
C -0.859 2.669 1.211
C -1.637 3.111 2.406
N -0.408 1.438 1.223
C 0.302 0.999 0.160
N 0.776 -0.284 0.167
C 0.675 -1.264 1.135
N 0.067 -0.954 2.278
N 1.209 -2.399 0.828
S 1.178 -3.698 1.835
O 0.155 -3.564 2.858
O 2.510 -3.986 2.280
C 0.671 -4.955 0.671
C -0.646 -5.366 0.639
C -1.037 -6.313 -0.293
C -0.108 -6.831 -1.181
C 1.212 -6.409 -1.141
C 1.606 -5.464 -0.209
N 0.583 1.700 -0.913
C 0.136 2.970 -0.960
C 0.420 3.757 -2.092
H -0.655 6.234 -3.830
H 0.824 6.798 -3.065
H 0.861 5.364 -4.100
H -1.100 6.623 -1.179
H -1.625 5.300 0.815
H -1.705 2.297 3.122
H -2.640 3.415 2.112
H -1.148 3.962 2.878
H 1.294 -0.551 -0.659
H -0.100 -1.723 2.917
H -0.367 -0.038 2.345
H -1.338 -4.946 1.353
H -2.063 -6.648 -0.326
H -0.414 -7.569 -1.908
H 1.932 -6.818 -1.834
H 2.624 -5.115 -0.138
H 0.992 3.304 -2.887
```

Values from the calculation:
Energy above the lowest of the compared OMol25 structures with the same formula, charge and spin (eV): 0.000
Highest occupied orbital energy (eV): -8.68

=====

3.
Entry from OMol25: an isolated molecule of C17H17N7O2S in a non-equilibrium geometry (wB97M-V/def2-TZVPD).

```
44
C17H17N7O2S wB97M-V/def2-TZVPD
N 3.365 2.053 -4.022
C 2.468 2.443 -3.076
N 2.565 1.829 -1.971
C 1.638 2.125 -0.962
N 1.741 1.343 0.124
C 0.753 1.484 1.047
C 0.737 0.514 2.232
O -0.227 0.484 3.002
N 1.675 -0.513 2.193
C 1.738 -1.680 3.075
C 0.706 -2.740 2.710
S 1.349 -4.245 2.489
N -0.628 -2.442 2.502
C -1.683 -3.351 1.938
C -1.737 -3.293 0.432
C -1.879 -1.911 -0.147
C -2.976 -1.111 0.241
C -3.129 0.188 -0.251
C -2.171 0.745 -1.100
C -1.064 -0.041 -1.476
C -0.921 -1.353 -1.013
C -0.268 2.458 0.909
N -0.320 3.271 -0.153
C 0.640 3.094 -1.103
C 0.637 3.768 -2.380
O -0.088 4.682 -2.736
N 1.543 3.414 -3.331
H 3.911 1.300 -3.696
H 3.065 2.123 -4.989
H 2.383 -0.458 1.449
H 2.751 -2.143 2.983
H 1.575 -1.371 4.093
H -0.896 -1.469 2.691
H -1.522 -4.381 2.257
H -2.643 -3.085 2.341
H -2.553 -3.925 0.034
H -0.787 -3.775 0.060
H -3.733 -1.523 0.937
H -4.000 0.788 -0.007
H -2.273 1.759 -1.503
H -0.303 0.381 -2.120
H -0.078 -1.983 -1.313
H -0.981 2.493 1.713
H 1.619 4.054 -4.105
```

Values from the calculation:
Energy above the lowest of the compared OMol25 structures with the same formula, charge and spin (eV): 0.000
Highest occupied orbital energy (eV): -8.21

=====

4.
Entry from OMol25: an isolated molecule of C17H17N7O2S in a non-equilibrium geometry (wB97M-V/def2-TZVPD).

```
44
C17H17N7O2S wB97M-V/def2-TZVPD
N 3.720 -2.646 -0.861
C 3.893 -1.691 0.110
N 2.826 -1.019 0.205
C 2.882 0.045 1.012
N 1.945 0.957 0.990
C 1.880 2.017 1.826
C 0.694 2.809 1.839
O 0.464 3.702 2.696
N -0.296 2.615 0.889
C -1.495 3.485 0.715
C -2.085 3.067 -0.598
S -1.986 3.972 -1.980
N -2.723 1.864 -0.778
C -2.803 0.674 0.101
C -1.660 -0.289 -0.267
C -2.334 -1.331 -1.098
C -2.108 -2.700 -0.715
C -2.684 -3.783 -1.431
C -3.564 -3.545 -2.477
C -3.700 -2.196 -2.912
C -3.090 -1.151 -2.260
C 2.923 2.185 2.816
N 3.879 1.243 2.868
C 3.871 0.243 1.926
C 5.098 -0.584 1.689
O 6.157 -0.279 2.143
N 5.111 -1.523 0.743
H 4.530 -3.082 -1.294
H 2.784 -2.733 -1.298
H -0.024 1.947 0.136
H -1.159 4.551 0.685
H -2.166 3.363 1.511
H -3.398 1.792 -1.499
H -3.856 0.268 0.128
H -2.605 0.975 1.146
H -1.309 -0.662 0.754
H -0.856 0.236 -0.729
H -1.583 -2.879 0.199
H -2.517 -4.853 -1.196
H -4.101 -4.298 -2.968
H -4.245 -2.001 -3.883
H -3.151 -0.162 -2.686
H 2.845 3.055 3.546
H 5.994 -1.659 0.257
```

Values from the calculation:
Energy above the lowest of the compared OMol25 structures with the same formula, charge and spin (eV): 2.545
Highest occupied orbital energy (eV): -8.37

=====

5.
Entry from OMol25: an isolated molecule of C17H17N9S in a non-equilibrium geometry (wB97M-V/def2-TZVPD).

```
44
C17H17N9S wB97M-V/def2-TZVPD
C -4.464 -2.298 0.680
N -3.266 -1.901 -0.012
C -2.220 -2.885 -0.122
C -3.055 -0.627 -0.355
N -4.067 0.237 -0.231
C -3.812 1.476 -0.622
N -4.817 2.371 -0.588
N -2.628 1.911 -1.079
C -1.690 0.986 -1.124
C -0.310 1.445 -1.465
S 0.434 2.082 0.089
C 0.067 0.687 1.073
N -0.864 0.560 1.987
N -0.823 -0.700 2.380
N 0.074 -1.356 1.764
N 0.686 -0.518 0.931
C 1.747 -0.877 0.082
C 1.557 -1.895 -0.817
C 2.579 -2.244 -1.708
C 3.768 -1.570 -1.688
C 4.003 -0.541 -0.753
C 5.236 0.143 -0.702
C 5.459 1.116 0.231
C 4.464 1.439 1.165
C 3.254 0.804 1.139
C 2.983 -0.186 0.172
N -1.832 -0.290 -0.815
H -4.929 -3.141 0.163
H -4.226 -2.594 1.705
H -5.148 -1.454 0.694
H -1.650 -2.966 0.808
H -1.553 -2.589 -0.929
H -2.667 -3.852 -0.355
H -5.654 2.122 -0.092
H -4.580 3.338 -0.718
H -0.331 2.297 -2.139
H 0.310 0.637 -1.849
H 0.611 -2.411 -0.838
H 2.409 -3.042 -2.415
H 4.553 -1.823 -2.385
H 6.002 -0.125 -1.415
H 6.406 1.635 0.262
H 4.660 2.195 1.910
H 2.504 1.059 1.872
```

Values from the calculation:
Highest occupied orbital energy (eV): -8.60

=====

6.
Entry from OMol25: a structure of composition C17H18AuF3GeN3O5S in a non-equilibrium geometry (wB97M-V/def2-TZVPD).

```
49
C17H18AuF3GeN3O5S wB97M-V/def2-TZVPD
Au 0.203 0.903 0.575
O 2.639 4.328 0.600
C 2.126 3.212 0.623
N 0.791 2.924 0.624
C -0.178 3.889 0.634
O -0.013 5.108 0.625
C -1.544 3.342 0.655
C -2.623 4.234 0.595
C -3.909 3.763 0.599
C -4.109 2.368 0.666
C -3.005 1.550 0.725
N -1.760 2.005 0.727
C 2.986 2.013 0.650
C 4.376 2.174 0.595
C 5.207 1.082 0.622
C 4.621 -0.195 0.713
C 3.248 -0.283 0.763
N 2.446 0.774 0.732
H -2.380 5.285 0.541
H -4.754 4.435 0.547
H -5.105 1.956 0.673
H -3.108 0.472 0.772
H 4.744 3.187 0.530
H 6.283 1.188 0.574
H 5.214 -1.097 0.748
H 2.757 -1.241 0.834
C -0.301 -2.829 -2.414
Ge -1.422 -1.706 -1.204
C -1.800 -0.033 -2.236
C -3.187 -2.614 -0.900
C -0.458 -1.122 0.448
H -0.703 -2.772 -3.423
H -0.311 -3.863 -2.089
H 0.728 -2.479 -2.434
H -2.046 -0.250 -3.271
H -0.925 0.609 -2.222
H -2.622 0.526 -1.802
H -3.545 -3.010 -1.847
H -3.933 -1.922 -0.515
H -3.073 -3.439 -0.206
H -1.083 -1.322 1.324
F 3.020 -3.808 0.946
C 1.905 -4.341 0.448
F 2.027 -4.358 -0.878
F 1.831 -5.609 0.865
S 0.362 -3.427 1.055
O 0.410 -3.579 2.470
O -0.741 -4.013 0.367
O 0.714 -2.016 0.576
```

Values from the calculation:
Charge: -1
Energy above the lowest of the compared OMol25 structures with the same formula, charge and spin (eV): 0.187
Highest occupied orbital energy (eV): -2.43